[1]
Here is C4H7NO2 in the gas phase from OMol25. Energies are from wB97M-V/def2-TZVPD.

XYZ file:
```
14
C4H7NO2 (wB97M-V/def2-TZVPD)
O 1.619 1.907 0.501
O -1.175 -1.417 -1.288
N 0.909 0.428 2.060
C -1.724 -0.118 -1.104
C 1.141 0.823 0.771
C -0.703 -0.642 -0.199
C 0.742 -0.200 -0.285
H 0.933 0.242 -1.265
H -1.440 0.621 -1.853
H 1.231 1.031 2.802
H -1.046 -1.001 0.774
H 1.392 -1.080 -0.187
H -2.765 -0.092 -0.786
H 0.699 -0.531 2.287
```

Values from the calculation:
* HOMO energy: -0.365 hartree
* structure (SMILES): NC(=O)C[C@H]1CO1
* LUMO: 0.788 eV
* gap between HOMO and LUMO: 10.733 eV
* total charge: 0
* relative energy (zero: lowest compared OMol25 entry of this formula, charge and spin): 1.423 eV

Here are the Mulliken charges for atoms 1 to 8, given in e: O -0.6082; O -0.4344; N -0.3700; C -0.4582; C 0.5333; C 0.1750; C -0.6080; H 0.2765

***

[2]
Here is C4H7NO2 in the gas phase from OMol25. Energies are from wB97M-V/def2-TZVPD.

XYZ file:
```
14
C4H7NO2 (wB97M-V/def2-TZVPD)
O 0.002 -0.937 0.047
O 3.173 0.714 0.196
N -0.198 1.314 -0.184
C 1.315 -0.721 0.549
C -0.748 0.176 -0.131
C -2.209 -0.175 -0.174
C 2.203 0.184 -0.288
H -2.531 -0.428 0.842
H -2.378 -1.053 -0.800
H -2.809 0.663 -0.536
H 1.274 -0.314 1.566
H -0.879 2.055 -0.327
H 1.772 -1.717 0.577
H 1.963 0.258 -1.365
```

Values from the calculation:
* HOMO energy: -0.354 hartree
* structure (SMILES): [H]/N=C(\C)OCC=O
* LUMO: 0.801 eV
* gap between HOMO and LUMO: 10.421 eV
* total charge: 0
* relative energy (zero: lowest compared OMol25 entry of this formula, charge and spin): 1.412 eV

Here are the Mulliken charges for atoms 1 to 8, given in e: O -0.3629; O -0.4912; N -0.6396; C -0.3240; C 0.7058; C -1.0295; C 0.1118; H 0.2546

***

[3]
Here is C4H7NO2 in the gas phase in a non-equilibrium geometry from OMol25. Energies are from wB97M-V/def2-TZVPD.

XYZ file:
```
14
C4H7NO2 (wB97M-V/def2-TZVPD)
O 1.461 1.173 -0.191
O -1.064 -0.580 1.477
N 1.125 -1.148 -0.186
C -0.181 -0.928 -0.787
C -0.436 1.330 0.111
C 1.815 -0.079 0.038
C -0.926 -0.024 0.209
H -0.135 -0.420 -1.763
H -0.693 1.965 0.972
H -1.904 0.528 -0.073
H -0.581 1.752 -0.876
H -0.690 -1.891 -0.928
H 2.802 -0.251 0.507
H -0.594 -1.427 1.491
```

Values from the calculation:
* HOMO energy: -0.351 hartree
* LUMO: 0.566 eV
* gap between HOMO and LUMO: 10.115 eV
* total charge: 0
* relative energy (zero: lowest compared OMol25 entry of this formula, charge and spin): 3.595 eV

Here are the Mulliken charges for atoms 1 to 8, given in e: O -0.5670; O -0.5627; N -0.5868; C -0.5761; C -0.6389; C 0.1622; C 0.4789; H 0.3563

***

[4]
Here is C4H7NO2 in the gas phase from OMol25. Energies are from wB97M-V/def2-TZVPD.

XYZ file:
```
14
C4H7NO2 (wB97M-V/def2-TZVPD)
O -0.789 -0.798 1.311
O 1.903 0.116 1.307
N 0.208 1.395 -0.683
C -1.141 0.929 -0.284
C -0.701 -0.519 -0.065
C 0.665 0.010 -0.706
C 1.636 -0.472 0.286
H -1.862 1.018 -1.095
H 0.672 1.893 0.075
H 0.775 -0.354 -1.736
H -1.116 -1.334 -0.662
H -0.648 -1.734 1.509
H -1.516 1.381 0.635
H 1.915 -1.532 0.106
```

Values from the calculation:
* HOMO energy: -0.348 hartree
* structure (SMILES): O=C[C@@H]1NC[C@@H]1O
* LUMO: 0.640 eV
* gap between HOMO and LUMO: 10.107 eV
* total charge: 0
* relative energy (zero: lowest compared OMol25 entry of this formula, charge and spin): 2.685 eV

Here are the Mulliken charges for atoms 1 to 8, given in e: O -0.5530; O -0.5037; N -0.5496; C -0.7493; C 0.1673; C -0.0856; C -0.1168; H 0.2347

***

[5]
Here is C4H7NO2 in the gas phase in a non-equilibrium geometry from OMol25. Energies are from wB97M-V/def2-TZVPD.

XYZ file:
```
14
C4H7NO2 (wB97M-V/def2-TZVPD)
O -0.635 1.440 1.241
O 2.403 1.444 -0.337
N 1.763 0.659 -1.005
C -0.530 0.635 0.106
C 0.851 -0.045 -0.113
C 0.080 -1.331 -0.517
C -1.138 -0.763 0.246
H -1.114 -1.074 1.294
H 0.455 -2.312 -0.212
H -0.873 1.146 -0.802
H -0.122 -1.372 -1.598
H -0.357 2.335 1.011
H -2.144 -0.905 -0.157
H 1.362 0.142 0.842
```

Values from the calculation:
* HOMO energy: -0.338 hartree
* structure (SMILES): O=N[C@@H]1CC[C@H]1O
* LUMO: -0.050 eV
* gap between HOMO and LUMO: 9.155 eV
* total charge: 0
* relative energy (zero: lowest compared OMol25 entry of this formula, charge and spin): 4.198 eV

Here are the Mulliken charges for atoms 1 to 8, given in e: O -0.5419; O -0.3099; N -0.1525; C -0.0576; C -0.0099; C -0.5044; C -0.6876; H 0.2581

***

[6]
Here is C4H7NO2 in the gas phase in a non-equilibrium geometry from OMol25. Energies are from wB97M-V/def2-TZVPD.

XYZ file:
```
14
C4H7NO2 (wB97M-V/def2-TZVPD)
O -2.374 0.371 0.127
O 0.633 -1.252 -0.149
N -1.554 -0.747 -0.055
C 1.632 0.979 -0.105
C 1.938 -0.545 0.226
C 0.134 1.143 0.005
C -0.368 -0.284 -0.087
H 2.192 -0.768 1.286
H -3.319 0.020 0.012
H -0.392 1.658 -0.941
H 2.581 -1.092 -0.471
H 1.901 1.369 -1.117
H 2.081 1.686 0.582
H -0.249 1.644 0.975
```

Values from the calculation:
* HOMO energy: -0.320 hartree
* structure (SMILES): O/N=C1\CCCO1
* LUMO: 0.909 eV
* gap between HOMO and LUMO: 9.623 eV
* total charge: 0
* relative energy (zero: lowest compared OMol25 entry of this formula, charge and spin): 3.314 eV

Here are the Mulliken charges for atoms 1 to 8, given in e: O -0.3936; O -0.4142; N -0.5906; C -0.4989; C -0.3319; C -0.2065; C 0.5285; H 0.2391

***

[7]
Here is C4H7NO2 in the gas phase in a non-equilibrium geometry from OMol25. Energies are from wB97M-V/def2-TZVPD.

XYZ file:
```
14
C4H7NO2 (wB97M-V/def2-TZVPD)
O 2.580 -0.911 0.028
O 1.032 1.525 -0.776
N -0.811 -0.009 -0.760
C -1.613 -0.795 0.163
C 0.462 0.384 -0.273
C 1.590 -0.687 -0.593
C 0.689 1.160 0.918
H 1.355 -1.059 -1.607
H -1.304 0.783 -1.160
H -0.145 1.603 1.454
H 1.640 1.073 1.427
H -2.475 -1.196 -0.374
H -1.021 -1.640 0.521
H -1.978 -0.232 1.033
```

Values from the calculation:
* HOMO energy: -0.337 hartree
* structure (SMILES): CN[C@]1(C=O)CO1
* LUMO: 0.375 eV
* gap between HOMO and LUMO: 9.551 eV
* total charge: 0
* relative energy (zero: lowest compared OMol25 entry of this formula, charge and spin): 3.770 eV

Here are the Mulliken charges for atoms 1 to 8, given in e: O -0.4796; O -0.5447; N -0.3619; C -0.8441; C 0.8047; C 0.0162; C -0.6832; H 0.3281

***

[8]
Here is C4H7NO2 in the gas phase in a non-equilibrium geometry from OMol25. Energies are from wB97M-V/def2-TZVPD.

XYZ file:
```
14
C4H7NO2 (wB97M-V/def2-TZVPD)
O 1.416 0.808 0.304
O 0.858 -2.004 0.765
N -0.699 -0.745 -0.300
C -0.468 0.446 -1.157
C -0.800 0.115 0.910
C 0.351 -1.610 -0.279
C 0.047 1.139 0.140
H 0.272 0.324 -1.958
H -0.409 -0.302 1.848
H 0.648 -1.952 -1.291
H 1.516 -0.052 1.042
H -0.191 2.203 0.272
H -1.425 0.806 -1.547
H -1.844 0.380 1.065
```

Values from the calculation:
* HOMO energy: -0.357 hartree
* structure (SMILES): O=CN1CC(O)C1
* LUMO: 0.905 eV
* gap between HOMO and LUMO: 10.613 eV
* total charge: 0
* relative energy (zero: lowest compared OMol25 entry of this formula, charge and spin): 2.597 eV

Here are the Mulliken charges for atoms 1 to 8, given in e: O -0.5730; O -0.5836; N -0.1154; C -0.6162; C -0.7519; C 0.1481; C 0.2179; H 0.3031

***

[9]
Here is C4H7NO2 in the gas phase from OMol25. Energies are from wB97M-V/def2-TZVPD.

XYZ file:
```
14
C4H7NO2 (wB97M-V/def2-TZVPD)
O 1.580 -0.186 -1.318
O -0.978 0.469 2.318
N 0.090 0.354 0.302
C -0.468 -1.421 -1.344
C 0.508 -0.408 -0.798
C 0.783 1.621 0.522
C -0.848 -0.066 1.238
H -0.272 -1.504 -2.415
H -1.462 -0.925 0.902
H -1.492 -1.084 -1.178
H 1.812 1.481 0.864
H -0.341 -2.406 -0.886
H 0.785 2.174 -0.423
H 0.216 2.166 1.275
```

Values from the calculation:
* HOMO energy: -0.381 hartree
* structure (SMILES): CC(=O)N(C)C=O
* LUMO: 0.732 eV
* gap between HOMO and LUMO: 11.098 eV
* total charge: 0
* relative energy (zero: lowest compared OMol25 entry of this formula, charge and spin): 0.396 eV

Here are the Mulliken charges for atoms 1 to 8, given in e: O -0.5569; O -0.5210; N 0.0927; C -1.2015; C 0.7501; C -0.9004; C 0.1081; H 0.3247

***

[10]
Here is C4H7NO2 in the gas phase from OMol25. Energies are from wB97M-V/def2-TZVPD.

XYZ file:
```
14
C4H7NO2 (wB97M-V/def2-TZVPD)
O 2.396 0.925 0.516
O -0.443 -1.469 0.111
N 0.062 0.723 -0.232
C -2.290 -0.007 -0.144
C -0.818 -0.324 -0.068
C 1.440 0.397 -0.376
C 2.005 -0.441 0.666
H -2.529 1.058 -0.114
H -2.778 -0.524 0.685
H -0.279 1.634 -0.505
H 2.711 -1.222 0.393
H 1.796 0.319 -1.402
H -2.670 -0.438 -1.075
H 1.397 -0.631 1.546
```

Values from the calculation:
* HOMO energy: -0.367 hartree
* structure (SMILES): CC(=O)N[C@@H]1CO1
* LUMO: 0.836 eV
* gap between HOMO and LUMO: 10.813 eV
* total charge: 0
* relative energy (zero: lowest compared OMol25 entry of this formula, charge and spin): 1.625 eV

Here are the Mulliken charges for atoms 1 to 8, given in e: O -0.4396; O -0.5900; N -0.2183; C -0.9716; C 0.6532; C 0.0718; C -0.4527; H 0.3218